Record 1
C14H30N2OP2Tb | ωB97M-V/def2-TZVPD

Cartesian coordinates (Å):
C -0.527 2.622 -2.052
C -0.202 1.362 -2.832
N -0.143 0.225 -2.110
C 0.057 -0.995 -2.737
C 0.351 -0.989 -4.123
C 0.349 0.191 -4.842
C 0.047 1.397 -4.197
C -0.088 -2.189 -1.972
P 0.109 -2.327 -0.189
H 0.013 2.355 -4.720
H 0.593 -1.934 -4.609
H 0.589 0.186 -5.901
C 1.465 2.695 -0.648
C -0.587 3.672 0.132
H -0.066 -3.124 -2.542
H -1.614 2.802 -2.019
H -0.074 3.495 -2.548
C 1.700 -3.195 0.056
C -1.028 -3.740 0.138
H 1.869 -3.345 1.131
H 1.687 -4.161 -0.462
H 2.495 -2.564 -0.352
H -1.339 -3.745 1.193
H -1.921 -3.664 -0.495
H -0.517 -4.684 -0.094
H -0.206 4.634 -0.262
H -1.685 3.670 0.045
H -0.306 3.562 1.191
H 1.742 3.689 -1.050
H 1.833 2.615 0.386
H 1.927 1.908 -1.257
Tb -0.581 0.362 0.227
H 1.243 -0.318 0.493
O -2.548 -0.620 -0.724
H -2.089 -1.288 -1.329
H -3.274 -0.219 -1.266
N -0.021 2.550 -0.650
C -1.088 -1.177 3.895
P -0.100 0.097 3.032
C -0.326 1.508 4.178
C 1.556 -0.520 3.534
H -2.159 -0.957 3.812
H -0.808 -1.208 4.955
H -0.885 -2.155 3.447
H -0.327 1.186 5.225
H 0.492 2.226 4.051
H -1.284 2.006 3.981
H 1.611 -0.623 4.626
H 1.747 -1.478 3.027
H 2.317 0.203 3.227

Forces on atoms 1 to 6 (eV/Å):
0.25 0.26 0.14
0.33 -0.55 0.69
-0.01 -0.12 -1.03
-0.06 0.89 -0.14
-0.13 -0.51 0.18
0.02 0.40 0.06

Computed properties:
* net charge: +2
* lowest unoccupied orbital energy (alpha / beta): -6.21 / -8.18 eV
* multiplicity: 8
* <S²>: 16.4843
* HOMO (alpha / beta): -14.2 / -14.2 eV


Record 2
C14H30O26PS7 | ωB97M-V/def2-TZVPD

Cartesian coordinates (Å):
C 4.610 2.182 1.104
C 3.544 1.977 2.318
P 1.865 2.035 1.446
O 2.031 2.559 -0.177
O 0.857 3.148 2.254
S 1.180 0.212 1.409
H 5.676 1.995 1.432
H 4.307 1.398 0.328
H 4.455 3.229 0.696
H 3.587 2.854 3.037
H 2.437 3.448 -0.194
H 0.987 3.989 1.764
C -1.277 -2.200 -0.352
C -1.369 -2.906 0.990
O -2.734 -3.332 1.093
S -3.293 -3.678 -0.385
O -3.187 -5.079 -0.587
O -4.478 -2.922 -0.613
O -2.111 -2.965 -1.234
H -1.680 -1.186 -0.292
H -0.256 -2.161 -0.728
H -1.105 -2.254 1.821
H -0.736 -3.797 1.011
C -6.282 0.461 -1.377
C -5.188 0.003 -2.325
O -4.321 1.129 -2.461
S -4.315 1.960 -1.074
O -3.173 1.568 -0.316
O -4.617 3.326 -1.364
O -5.623 1.274 -0.408
H -7.021 1.079 -1.896
H -6.786 -0.376 -0.894
H -5.579 -0.301 -3.296
H -4.611 -0.819 -1.892
C -4.473 4.829 -6.181
C -5.095 3.866 -7.178
O -5.380 2.688 -6.426
S -5.746 3.107 -4.901
O -7.169 3.154 -4.778
O -4.917 2.353 -4.011
O -5.195 4.629 -4.965
H -3.423 4.585 -5.997
H -4.552 5.866 -6.504
H -4.428 3.640 -8.009
H -6.040 4.257 -7.567
C -7.706 -6.961 1.378
C -7.201 -6.205 2.597
O -5.816 -5.973 2.342
S -5.595 -5.789 0.744
O -5.577 -4.369 0.453
O -4.586 -6.698 0.333
O -7.033 -6.374 0.265
H -7.429 -8.017 1.426
H -8.785 -6.874 1.257
H -7.331 -6.769 3.520
H -7.694 -5.234 2.692
C 7.981 1.071 5.061
C 9.109 2.057 4.813
O 8.491 3.171 4.173
S 6.973 3.325 4.723
O 6.967 4.314 5.755
O 6.100 3.371 3.601
O 6.853 1.870 5.422
H 7.728 0.522 4.151
H 8.219 0.365 5.856
H 9.896 1.641 4.185
H 9.542 2.406 5.756
C 7.178 -0.240 -1.074
C 8.586 0.312 -0.932
O 8.860 0.263 0.469
S 8.089 -1.008 1.114
O 9.015 -2.092 1.214
O 7.316 -0.547 2.217
O 7.095 -1.304 -0.124
H 6.429 0.512 -0.811
H 6.980 -0.611 -2.080
H 8.673 1.331 -1.305
H 9.315 -0.325 -1.442

Forces on atoms 1 to 6 (eV/Å):
-1.18 -0.51 0.67
-0.98 1.59 -1.74
3.02 -0.13 1.69
-0.77 0.48 1.26
0.67 -0.35 -1.77
-0.98 -0.04 -0.48

Computed properties:
* net charge: -1
* lowest unoccupied orbital energy: 1.75 eV
* HOMO: -2.4 eV


Record 3
C14H31AuINO4SSi | ωB97M-V/def2-TZVPD

Cartesian coordinates (Å):
Au 0.614 -3.047 -0.375
N 3.696 -3.529 -1.396
C 3.173 -4.747 -1.245
O 1.988 -4.979 -0.993
C 4.088 -5.931 -1.488
I 5.993 -5.777 -0.515
H 3.113 -2.717 -1.236
H 4.680 -3.388 -1.537
H 4.295 -6.031 -2.551
H 3.615 -6.834 -1.123
C -0.057 0.472 -3.431
C -0.380 1.570 -2.418
C 0.872 2.378 -2.090
C -1.477 2.483 -2.955
O -0.910 0.962 -1.243
Si -0.304 0.366 0.139
S 1.389 -0.880 -0.170
O 0.116 1.652 1.041
C 0.760 1.834 2.304
C 0.382 0.722 3.282
C 0.273 3.183 2.822
C 2.273 1.855 2.095
O -1.468 -0.558 0.814
C -2.877 -0.296 0.944
C -3.336 -1.071 2.176
C -3.181 1.192 1.127
C -3.582 -0.824 -0.306
H 0.372 0.898 -4.339
H -0.963 -0.078 -3.690
H 0.656 -0.225 -2.989
H 1.240 2.878 -2.987
H 1.653 1.716 -1.708
H 0.651 3.132 -1.333
H -1.180 2.917 -3.911
H -1.676 3.292 -2.251
H -2.395 1.912 -3.103
H -0.679 0.770 3.535
H 0.959 0.830 4.201
H 0.594 -0.256 2.847
H -0.807 3.155 2.975
H 0.501 3.963 2.095
H 0.757 3.426 3.770
H 2.597 0.906 1.669
H 2.793 2.018 3.040
H 2.541 2.654 1.401
H -2.788 -0.733 3.056
H -3.146 -2.136 2.039
H -4.404 -0.914 2.334
H -2.601 1.603 1.954
H -4.242 1.323 1.344
H -2.931 1.748 0.223
H -3.515 -1.913 -0.348
H -3.101 -0.411 -1.192
H -4.634 -0.535 -0.303

Forces on atoms 1 to 6 (eV/Å):
0.61 0.20 -0.17
-0.25 0.16 0.05
0.06 -0.21 -0.11
-0.19 0.16 0.13
0.12 0.02 0.08
-0.13 -0.03 -0.09

Computed properties:
* lowest unoccupied orbital energy: -0.36 eV
* HOMO: -8.3 eV


Record 4
C14H31BiGeNO5S3Sb | ωB97M-V/def2-TZVPD

Cartesian coordinates (Å):
Bi 8.459 7.911 8.557
C 7.884 6.620 12.216
C 8.588 5.719 11.162
C 9.537 4.722 11.818
C 7.616 5.026 10.238
O 9.309 6.614 10.388
Ge 11.181 6.582 9.805
O 10.722 6.685 7.974
C 11.076 5.738 6.959
C 12.585 5.793 6.764
C 10.335 6.147 5.711
C 10.703 4.386 7.419
O 10.885 8.435 9.685
C 11.990 9.265 9.282
C 11.804 9.762 7.877
C 12.065 10.364 10.328
C 13.259 8.426 9.327
H 7.364 6.030 13.003
H 8.729 7.149 12.726
H 7.214 7.332 11.793
H 8.956 4.054 12.425
H 10.014 4.137 11.013
H 10.238 5.304 12.419
H 6.870 4.472 10.821
H 7.043 5.730 9.614
H 8.070 4.280 9.607
H 12.831 6.813 6.482
H 13.045 5.636 7.727
H 12.877 4.999 6.045
H 10.472 7.210 5.522
H 10.660 5.606 4.810
H 9.219 6.024 5.790
H 11.045 4.310 8.466
H 9.650 4.256 7.448
H 11.122 3.510 6.889
H 10.765 10.023 7.638
H 12.424 10.679 7.645
H 12.126 9.021 7.152
H 11.216 11.015 10.309
H 12.046 9.865 11.274
H 12.985 10.956 10.240
H 13.148 7.584 8.647
H 14.111 9.085 9.098
H 13.414 8.043 10.337
S 5.107 8.375 6.434
Sb 6.968 9.576 5.403
S 8.107 10.340 7.335
S 6.850 7.209 6.011
N 8.474 9.300 10.434
C 7.128 9.930 10.604
C 6.092 8.839 10.318
O 5.092 8.704 10.959
O 6.449 8.064 9.343
H 8.706 8.671 11.240
H 9.157 10.013 10.313
H 6.978 10.759 9.942
H 6.947 10.312 11.620

Forces on atoms 1 to 6 (eV/Å):
0.21 0.68 -0.20
1.37 -1.37 1.27
-0.80 0.06 0.48
-0.36 0.47 -0.66
-1.36 -0.44 0.42
1.29 0.97 -1.23

Computed properties:
* lowest unoccupied orbital energy: -0.72 eV
* HOMO: -8.0 eV


Record 5
C14H31ClN2O8PS2 | ωB97M-V/def2-TZVPD

Cartesian coordinates (Å):
C -0.502 -0.374 3.195
N -0.213 -1.508 4.085
C -1.244 -2.537 4.065
S -2.822 -2.086 4.794
O -3.692 -3.190 4.411
O -2.633 -2.017 6.206
N -3.256 -0.742 4.053
S -4.783 -0.359 4.307
O -5.408 -0.953 5.441
O -4.951 1.061 4.270
P -5.884 -1.036 2.556
O -6.209 -2.542 3.022
Cl -4.336 -1.158 1.163
H -1.076 0.363 3.731
H 0.449 0.102 2.956
H -0.981 -0.662 2.259
H 0.614 -1.953 3.702
H -1.406 -2.981 3.083
H -0.913 -3.344 4.711
H -5.366 -2.995 3.261
C 2.906 -0.641 -0.463
C 1.589 0.103 -0.647
C 0.581 -1.030 -0.569
O 1.143 -2.025 0.306
C 2.517 -1.716 0.543
H 3.723 -0.010 -0.114
H 3.209 -1.102 -1.407
H 1.437 0.799 0.178
H 1.526 0.663 -1.577
H 0.425 -1.492 -1.548
H -0.383 -0.705 -0.178
H 2.615 -1.347 1.572
H 3.112 -2.625 0.444
C 2.653 5.476 -0.385
C 1.252 5.440 0.218
C 0.735 4.097 -0.280
O 1.877 3.242 -0.396
C 3.071 4.015 -0.279
H 3.337 6.150 0.128
H 2.600 5.778 -1.434
H 1.315 5.437 1.308
H 0.620 6.274 -0.083
H 0.273 4.190 -1.269
H 0.012 3.643 0.397
H 3.526 3.803 0.695
H 3.772 3.716 -1.060
C 0.935 -2.312 -5.968
C -0.448 -1.667 -5.995
C -0.610 -1.227 -4.546
O 0.703 -0.929 -4.063
C 1.677 -1.410 -4.990
H 1.416 -2.365 -6.944
H 0.866 -3.325 -5.567
H -0.441 -0.797 -6.655
H -1.240 -2.337 -6.324
H -1.030 -2.029 -3.931
H -1.242 -0.345 -4.438
H 2.120 -0.548 -5.503
H 2.465 -1.932 -4.447

Forces on atoms 1 to 6 (eV/Å):
0.77 0.08 0.29
-0.16 -0.03 -0.48
0.47 0.38 0.03
-0.29 -0.93 -0.53
-0.37 -0.55 -0.75
0.53 0.66 0.88

Computed properties:
* net charge: -1
* lowest unoccupied orbital energy: 2.16 eV
* HOMO: -5.3 eV


Record 6
C14H31F9NO9 | ωB97M-V/def2-TZVPD

Cartesian coordinates (Å):
N -0.154 -27.637 -46.902
H 0.694 -27.097 -46.672
H -0.862 -27.745 -46.188
H 0.131 -28.611 -47.042
H -0.557 -27.330 -47.816
O -0.242 -26.137 -49.264
H -0.730 -26.173 -50.099
C 4.244 -25.986 -48.198
O 4.220 -24.634 -48.779
O 3.058 -26.577 -48.410
C 5.528 -26.791 -48.425
F 5.291 -28.090 -48.136
F 5.975 -26.776 -49.701
F 6.570 -26.452 -47.586
C 5.397 -23.833 -48.736
C 5.106 -22.490 -49.388
H 6.056 -21.959 -49.249
H 4.961 -22.555 -50.469
H 4.247 -21.992 -48.943
H 6.178 -24.389 -49.262
H 5.624 -23.616 -47.684
H 4.291 -25.617 -47.151
C 1.330 -25.333 -44.440
O 1.471 -24.065 -43.736
O 1.022 -25.054 -45.706
C 2.557 -26.293 -44.146
F 2.522 -26.803 -42.897
F 2.528 -27.346 -44.984
F 3.713 -25.621 -44.303
C 1.073 -24.001 -42.393
C 0.808 -22.525 -42.125
H 0.001 -22.118 -42.732
H 0.709 -22.458 -41.034
H 1.651 -21.880 -42.385
H 1.854 -24.354 -41.705
H 0.148 -24.515 -42.101
H 0.478 -25.866 -43.964
C -0.590 -30.556 -49.288
O -1.570 -29.867 -48.437
O 0.564 -29.976 -49.057
C -0.697 -32.104 -49.010
F -1.966 -32.610 -48.911
F -0.142 -32.756 -50.075
F -0.006 -32.587 -47.945
C -2.786 -29.536 -49.089
C -3.775 -28.806 -48.210
H -4.518 -28.291 -48.819
H -4.399 -29.541 -47.685
H -3.226 -28.208 -47.484
H -3.238 -30.450 -49.487
H -2.551 -28.799 -49.866
H -0.898 -30.339 -50.324
C 2.913 -30.153 -46.760
O 1.607 -30.574 -46.367
H 3.580 -30.220 -45.905
H 3.240 -30.777 -47.607
H 2.899 -29.219 -47.335
H 1.202 -30.734 -47.240
C -2.425 -28.698 -44.280
O -1.022 -28.557 -44.424
H -2.924 -27.747 -44.454
H -2.805 -29.511 -44.904
H -2.635 -28.982 -43.240
H -0.610 -29.333 -44.036

Forces on atoms 1 to 6 (eV/Å):
0.21 -1.52 -0.66
-0.49 0.78 0.09
0.46 0.82 0.33
0.30 0.08 -0.50
0.64 1.07 -0.84
-1.13 -0.36 0.28

Computed properties:
* net charge: -3
* lowest unoccupied orbital energy: 6.29 eV
* HOMO: 2.3 eV


Record 7
C14H31N4O6 | ωB97M-V/def2-TZVPD

Cartesian coordinates (Å):
C -0.785 0.877 -0.786
C 0.503 0.231 -1.349
O 1.073 0.850 -2.259
O 0.892 -0.812 -0.757
H -0.821 1.960 -0.903
H -0.920 0.735 0.294
H -1.677 0.435 -1.246
C -1.037 1.978 3.319
C 0.369 2.113 2.766
O 0.911 3.221 2.699
N 0.994 0.968 2.462
C 2.251 0.832 1.702
H -0.999 1.380 4.231
H -1.697 1.550 2.566
H -1.368 2.972 3.605
H 0.441 0.128 2.533
H 2.675 -0.110 2.042
H 2.860 1.685 1.982
H 1.985 0.734 0.651
C 3.753 4.420 0.143
C 2.485 4.903 -0.526
O 2.469 5.364 -1.652
N 1.372 4.800 0.250
C 0.078 5.176 -0.272
H 3.767 3.329 0.138
H 3.837 4.767 1.172
H 4.598 4.788 -0.435
H 1.370 4.174 1.053
H -0.080 6.256 -0.226
H -0.703 4.725 0.344
H -0.044 4.800 -1.289
C -0.828 -2.709 1.548
C -2.242 -2.186 1.710
O -2.885 -2.353 2.740
N -2.748 -1.518 0.657
C -4.089 -0.935 0.751
H -0.418 -2.959 2.521
H -0.242 -1.897 1.095
H -0.762 -3.533 0.839
H -2.260 -1.231 -0.173
H -4.434 -0.795 -0.271
H -4.053 0.051 1.230
H -4.697 -1.540 1.415
C 1.191 -6.143 -3.788
C 0.010 -5.451 -3.149
O -1.027 -6.088 -3.017
N 0.186 -4.191 -2.695
C -0.926 -3.402 -2.231
H 1.236 -7.160 -3.408
H 2.186 -5.708 -3.671
H 0.998 -6.203 -4.863
H 0.999 -3.745 -3.090
H -0.609 -2.423 -1.876
H -1.519 -3.885 -1.458
H -1.620 -3.225 -3.062

Forces on atoms 1 to 6 (eV/Å):
-0.51 0.16 0.59
0.38 0.68 0.44
-0.16 -0.19 -0.18
-0.35 -0.43 0.03
0.08 0.00 -0.53
0.28 -0.38 -0.08

Computed properties:
* net charge: -1
* lowest unoccupied orbital energy: 2.79 eV
* HOMO: -5.3 eV


Record 8
C14H31N4O8P | ωB97M-V/def2-TZVPD

Cartesian coordinates (Å):
C 1.286 0.535 1.588
C 1.711 0.101 0.094
C 1.351 1.243 -1.030
C 1.037 -1.318 -0.366
O 0.177 -1.913 0.659
P -1.482 -1.596 0.356
O -2.313 -2.262 1.492
O -2.034 -2.273 -1.131
O -1.878 0.085 0.402
N -2.911 0.394 -0.434
C -2.597 1.552 -1.036
O -2.008 2.475 -1.665
H 1.958 1.409 1.949
H 1.441 -0.358 2.302
H 0.213 0.942 1.578
H 2.873 0.013 0.065
H 1.420 2.280 -0.544
H 2.063 1.182 -1.941
H 0.271 1.009 -1.366
H 0.535 -1.242 -1.407
H 1.932 -2.051 -0.496
H -1.966 -1.602 -1.855
C 3.387 3.045 -3.928
O 2.916 2.424 -2.990
N 3.166 2.770 -5.247
C 3.763 3.554 -6.309
C 2.306 1.656 -5.597
H 4.053 3.908 -3.772
H 2.968 3.991 -6.920
H 4.383 2.901 -6.930
H 4.384 4.356 -5.904
H 1.315 1.822 -5.166
H 2.722 0.737 -5.176
H 2.224 1.560 -6.681
C -7.913 -0.925 0.000
O -7.888 0.248 0.329
N -6.839 -1.769 0.000
C -6.948 -3.155 -0.406
C -5.547 -1.261 0.421
H -8.844 -1.410 -0.336
H -6.649 -3.795 0.428
H -6.283 -3.330 -1.257
H -7.972 -3.400 -0.696
H -5.626 -0.894 1.447
H -5.263 -0.431 -0.229
H -4.789 -2.045 0.369
C 4.294 -0.078 4.527
O 3.870 0.805 3.804
N 3.581 -0.706 5.510
C 4.156 -1.751 6.331
C 2.204 -0.312 5.738
H 5.327 -0.451 4.436
H 3.574 -2.667 6.201
H 4.120 -1.441 7.379
H 5.194 -1.944 6.052
H 1.631 -0.469 4.820
H 2.174 0.751 5.992
H 1.768 -0.897 6.549

Forces on atoms 1 to 6 (eV/Å):
0.47 0.30 -0.50
0.10 0.74 -0.51
-0.10 -1.21 0.74
2.75 0.27 -0.55
-3.47 1.91 -2.41
-2.78 -3.73 3.94

Computed properties:
* lowest unoccupied orbital energy: -1.00 eV
* SMILES: CC(C)CO[P@](=O)(O)ON=C=O.CN(C)C=O.CN(C)C=O.CN(C)C=O
* HOMO: -8.8 eV


Number 1: F_max 1.9 eV/Å. Number 2: F_max 4.6 eV/Å. Number 3: F_max 0.7 eV/Å. Number 4: F_max 2.3 eV/Å. Number 5: F_max 1.6 eV/Å. Number 6: F_max 5.0 eV/Å. Number 7: F_max 1.6 eV/Å. Number 8: F_max 8.4 eV/Å.